Entry from the OMol25 dataset: a structure of composition C17H17BeN5O4S (ωB97M-V/def2-TZVPD).

Cartesian coordinates (Å):
1 Be 0.087 0.540 -0.441
2 C 4.953 1.961 -2.714
3 C 3.697 1.791 -3.563
4 N 2.525 2.450 -2.989
5 C 1.788 1.968 -1.973
6 S 1.885 0.288 -1.523
7 N 0.995 2.869 -1.380
8 N 0.280 2.245 -0.430
9 C -0.366 2.830 0.506
10 C -0.573 4.301 0.623
11 C -0.823 1.850 1.523
12 C -1.646 2.162 2.588
13 C -1.960 1.171 3.506
14 C -1.442 -0.104 3.341
15 C -0.636 -0.348 2.243
16 N -0.325 0.599 1.359
17 H 5.817 1.511 -3.209
18 H 5.167 3.020 -2.550
19 H 4.817 1.482 -1.744
20 H 3.845 2.211 -4.557
21 H 3.461 0.737 -3.679
22 H 2.476 3.454 -3.076
23 H -0.160 4.790 -0.256
24 H -1.640 4.529 0.689
25 H -0.087 4.703 1.516
26 H -2.046 3.164 2.687
27 H -2.611 1.391 4.344
28 H -1.659 -0.898 4.043
29 H -0.220 -1.332 2.058
30 O -3.361 -0.414 -0.708
31 C -2.209 -0.790 -0.746
32 O -1.194 -0.033 -1.052
33 C -1.873 -2.205 -0.309
34 C -0.581 -2.717 -0.389
35 C -0.297 -3.986 0.093
36 C -1.326 -4.729 0.641
37 C -2.623 -4.257 0.707
38 C -2.891 -2.986 0.228
39 N -1.029 -6.075 1.183
40 O 0.139 -6.389 1.308
41 O -1.970 -6.767 1.523
42 H 0.203 -2.128 -0.850
43 H 0.698 -4.405 0.042
44 H -3.396 -4.884 1.127
45 H -3.889 -2.572 0.262

E_LUMO (eV): -0.68
HOMO-LUMO gap (eV): 7.64
Max |F| (eV/A): 0.67

Now the Mulliken charges, all in e: Be -0.2849; C -0.9407; C -0.5922; N -0.1650; C 0.4042; S -0.3784; N -1.4087; N 0.9790; C 0.7664; C -1.5176; C 0.4917; C -0.6294; C -0.3976; C -0.7542; C -0.1349; N 0.1494; H 0.3766; H 0.2967; H 0.2511; H 0.3471; H 0.3178; H 0.2660; H 0.3504; H 0.3742; H 0.3245; H 0.3774; H 0.4215; H 0.4200; H 0.6110; O -0.6608; C 0.4881; O -0.2750; C 0.1391; C -0.3605; C -0.4886; C 0.1777; C -0.4900; C -0.5537; N 0.9701; O -0.5905; O -0.5976; H 0.4293; H 0.4873; H 0.4898; H 0.5135